Record 1
DFT (ωB97M-V with the def2-TZVPD basis set) results for 3 unconnected molecules or ions with the total composition C42H71NO4S in a non-equilibrium geometry.

Summary:
energy	-65218.220	eV
HOMO-LUMO gap	8.91	eV
highest occupied orbital energy	-8.190	eV
ΔE to the lowest compared entry with this formula, charge and spin	0.000	eV
structure (SMILES)	C=Cc1cccc2c1Sc1ccc(CCCCCCCCCCCCCCCCCCCC)cc1N2.COCCOC.COCCOC

The geometry in XYZ format:
```
119
Properties=species:S:1:pos:R:3:forces:R:3:lowdin_charge:R:1
C 6.811 -3.998 3.693 0.3 0.0 -0.1 0.03
C 7.489 -3.278 2.812 -0.4 0.1 -0.3 -0.17
C 6.931 -2.948 1.485 0.0 0.3 -0.3 -0.25
C 6.279 -3.913 0.713 0.0 0.4 -0.1 -0.05
C 5.743 -3.602 -0.537 0.3 0.1 0.5 -0.06
C 5.880 -2.316 -1.042 0.1 0.1 0.2 -0.01
C 6.546 -1.337 -0.308 0.0 -0.7 0.3 -0.27
C 7.055 -1.654 0.959 -0.1 0.1 -0.4 -0.39
S 7.841 -0.339 1.857 -0.1 0.0 0.1 1.04
C 6.730 0.969 1.400 0.0 -0.2 -0.2 -0.45
C 6.326 1.941 2.309 -0.1 0.0 -0.5 -0.08
C 5.445 2.927 1.881 0.0 -0.2 -0.3 -0.04
C 4.944 2.948 0.573 0.3 0.1 0.0 -0.21
C 3.962 4.029 0.175 -0.3 -0.9 0.3 -0.16
C 2.971 3.604 -0.904 -0.1 0.4 -0.2 -0.22
C 1.794 4.588 -0.970 0.3 -0.1 0.6 -0.20
C 0.740 4.309 0.119 -0.2 0.2 -0.3 -0.21
C -0.694 4.390 -0.408 -0.1 -0.4 0.0 -0.20
C -1.730 3.671 0.482 0.1 0.7 0.2 -0.19
C -2.838 4.592 1.022 -0.3 -0.2 0.0 -0.21
C -4.181 4.407 0.316 0.3 -0.2 0.1 -0.21
C -4.784 2.992 0.411 -0.2 0.6 0.3 -0.21
C -4.621 2.280 1.748 0.0 -0.9 -0.1 -0.20
C -4.912 0.777 1.600 -0.2 0.2 -0.4 -0.20
C -6.415 0.471 1.424 0.5 -0.1 0.5 -0.20
C -6.957 -0.584 2.387 0.1 -0.2 -0.4 -0.20
C -6.201 -1.933 2.366 -0.6 0.1 0.5 -0.19
C -7.066 -3.126 1.915 0.6 -0.5 -0.1 -0.21
C -6.502 -3.825 0.670 -0.3 1.1 -0.1 -0.20
C -6.545 -2.900 -0.570 0.3 -0.1 0.1 -0.19
C -5.172 -2.327 -0.972 -0.4 -0.4 -0.2 -0.22
C -5.084 -1.913 -2.449 0.0 0.5 0.4 -0.23
C -5.329 -0.401 -2.650 0.0 -0.3 -0.1 -0.09
C 5.364 1.967 -0.323 0.3 -0.2 0.5 0.04
C 6.261 0.982 0.086 -0.2 0.4 0.1 -0.26
N 6.695 -0.021 -0.850 0.1 0.2 0.1 0.05
H 7.272 -4.322 4.611 -0.1 0.1 0.3 0.06
H 5.792 -4.273 3.472 -0.1 -0.3 0.1 0.07
H 8.469 -2.879 3.023 0.2 -0.2 0.2 0.10
H 6.208 -4.909 1.122 -0.1 -0.2 -0.1 0.10
H 5.231 -4.369 -1.094 -0.1 0.0 -0.2 0.10
H 5.481 -2.037 -2.005 0.0 0.0 -0.1 0.11
H 6.702 1.898 3.319 -0.1 0.1 0.2 0.10
H 5.102 3.690 2.564 0.0 0.1 0.2 0.11
H 3.376 4.239 1.070 0.0 0.3 0.1 0.11
H 4.477 4.942 -0.115 0.1 0.2 -0.1 0.13
H 2.573 2.618 -0.674 0.1 -0.2 0.0 0.11
H 3.473 3.538 -1.868 0.0 0.0 -0.1 0.11
H 2.194 5.584 -0.781 0.0 0.2 -0.4 0.11
H 1.327 4.586 -1.950 0.0 0.0 -0.2 0.10
H 0.847 5.038 0.920 0.0 0.0 0.3 0.11
H 0.905 3.330 0.568 0.0 -0.2 0.0 0.11
H -0.713 3.958 -1.408 0.0 0.0 -0.1 0.10
H -0.983 5.433 -0.515 0.0 0.2 -0.1 0.11
H -2.191 2.864 -0.079 0.0 -0.3 0.0 0.10
H -1.212 3.236 1.335 0.1 -0.2 0.0 0.10
H -2.545 5.635 0.916 0.1 0.1 0.0 0.10
H -2.987 4.422 2.086 0.0 0.0 0.1 0.10
H -4.027 4.623 -0.743 0.0 0.3 0.1 0.09
H -4.883 5.141 0.705 -0.1 0.1 0.0 0.11
H -5.853 3.093 0.227 -0.1 -0.1 -0.2 0.11
H -4.398 2.377 -0.399 0.2 -0.2 0.0 0.10
H -3.613 2.373 2.142 0.1 0.2 0.0 0.10
H -5.323 2.670 2.485 0.1 0.3 0.2 0.12
H -4.481 0.209 2.420 -0.1 0.0 0.3 0.11
H -4.390 0.446 0.701 0.2 -0.1 0.0 0.09
H -6.958 1.396 1.605 -0.3 0.1 -0.3 0.10
H -6.598 0.131 0.408 -0.2 0.2 -0.2 0.09
H -6.997 -0.191 3.401 0.1 0.1 0.1 0.11
H -7.988 -0.784 2.098 -0.2 0.1 0.1 0.10
H -5.295 -1.877 1.772 0.1 0.1 -0.2 0.09
H -5.876 -2.142 3.383 0.2 0.0 0.1 0.10
H -8.090 -2.810 1.736 -0.2 0.0 -0.1 0.10
H -7.095 -3.871 2.710 -0.1 0.0 0.2 0.10
H -7.046 -4.744 0.477 0.0 -0.2 0.0 0.10
H -5.458 -4.040 0.878 0.1 -0.4 0.0 0.10
H -6.949 -3.444 -1.421 0.0 -0.1 -0.1 0.10
H -7.230 -2.071 -0.390 -0.2 0.1 0.0 0.11
H -4.951 -1.462 -0.355 0.2 0.1 0.2 0.07
H -4.422 -3.080 -0.740 0.2 -0.1 -0.1 0.10
H -4.101 -2.181 -2.823 0.1 0.0 -0.2 0.10
H -5.821 -2.461 -3.025 0.0 -0.3 -0.1 0.09
H -4.482 0.074 -3.137 0.0 0.1 -0.1 0.07
H -6.214 -0.216 -3.251 -0.1 0.1 -0.1 0.06
H -5.479 0.097 -1.696 0.0 0.1 0.1 0.04
H 5.029 1.934 -1.346 -0.1 0.0 -0.1 0.11
H 7.688 0.144 -1.010 0.0 -0.1 -0.1 0.13
C -8.754 5.196 -3.283 0.0 0.0 0.0 -0.11
O -7.445 5.734 -3.254 0.0 -0.1 0.0 -0.19
C -6.630 5.177 -2.234 0.1 0.2 -0.1 -0.20
C -5.676 4.139 -2.780 0.0 -0.3 0.2 -0.20
O -6.360 2.997 -3.270 -0.1 0.1 -0.1 -0.19
C -6.476 2.971 -4.681 0.0 0.0 0.1 -0.11
H -9.225 5.527 -4.207 0.0 0.0 0.0 0.09
H -8.742 4.103 -3.265 0.0 0.0 0.0 0.08
H -9.342 5.566 -2.436 0.0 0.0 0.0 0.09
H -7.248 4.741 -1.443 0.0 0.0 0.0 0.13
H -6.048 5.995 -1.797 0.0 0.0 0.0 0.13
H -5.023 3.803 -1.968 -0.2 0.0 -0.4 0.08
H -5.047 4.576 -3.562 0.0 0.0 0.0 0.13
H -5.509 2.742 -5.143 0.0 0.0 0.0 0.09
H -6.847 3.921 -5.073 0.0 0.0 0.0 0.08
H -7.181 2.183 -4.939 0.0 0.0 0.0 0.09
C 11.319 -5.480 0.762 0.0 0.0 0.1 -0.11
O 10.463 -6.031 1.746 0.0 0.0 -0.1 -0.19
C 9.116 -6.155 1.314 0.1 0.0 0.2 -0.21
C 8.781 -7.576 0.921 -0.1 0.0 -0.2 -0.20
O 9.500 -7.993 -0.230 0.1 0.0 0.1 -0.19
C 10.616 -8.811 0.070 0.0 0.0 0.0 -0.11
H 12.344 -5.615 1.104 0.0 0.0 0.0 0.09
H 11.200 -5.981 -0.202 0.0 0.0 0.0 0.08
H 11.125 -4.409 0.639 0.0 0.0 -0.1 0.09
H 8.915 -5.471 0.483 0.0 0.0 0.0 0.12
H 8.480 -5.860 2.152 0.0 0.0 0.0 0.11
H 7.716 -7.631 0.674 0.0 0.0 0.0 0.12
H 8.970 -8.253 1.759 0.0 0.0 0.0 0.13
H 10.290 -9.809 0.380 0.0 0.0 0.0 0.09
H 11.237 -8.374 0.856 0.0 0.0 0.0 0.08
H 11.209 -8.903 -0.838 0.0 0.0 0.0 0.09
```
Forces are in eV/Å.

***

Record 2
DFT (ωB97M-V with the def2-TZVPD basis set) results for 9 unconnected molecules or ions with the total composition C42H73BrClN12OS in a non-equilibrium geometry.

Summary:
energy	-158059.462	eV
total charge	+1
HOMO-LUMO gap	8.38	eV
highest occupied orbital energy	-11.284	eV

The geometry in XYZ format:
```
131
Properties=species:S:1:pos:R:3:forces:R:3:lowdin_charge:R:1
O -1.173 -0.841 -4.366 0.0 -0.1 0.2 0.09
C -1.432 -1.228 -3.280 -0.3 0.4 -0.3 -0.80
Br -3.260 -1.496 -2.695 0.3 0.0 0.1 0.80
C -0.388 -1.531 -2.212 -0.3 0.0 -0.3 -0.11
N 0.837 -0.824 -2.485 -0.1 0.3 0.5 0.02
N 1.879 -1.516 -3.017 0.7 -0.4 -0.4 0.13
C 2.896 -0.696 -3.165 0.2 0.9 0.1 -0.08
N 2.587 0.528 -2.755 -0.1 -0.1 0.1 0.19
C 1.307 0.466 -2.322 -0.6 -0.3 0.1 -0.24
N 0.618 1.491 -1.811 0.6 0.3 -0.8 -0.02
C -0.762 1.468 -1.347 0.0 -0.3 1.0 -0.14
C -0.893 0.835 0.070 -0.6 0.3 -0.7 -0.24
C -1.462 1.785 1.119 0.0 -0.7 -0.3 -0.54
S -3.149 2.360 0.767 -0.2 0.5 -0.1 0.73
C 1.316 2.791 -1.667 0.7 -0.4 0.7 -0.10
C 2.009 2.942 -0.281 -0.1 0.0 -0.6 -0.21
C 3.513 2.688 -0.189 -0.4 0.3 0.0 -0.55
Cl 3.867 1.140 0.633 0.0 -0.1 -0.2 0.57
H -0.763 -1.387 -1.209 0.0 0.3 0.2 0.10
H -0.195 -2.596 -2.300 0.1 -0.2 0.1 0.14
H 1.872 -2.497 -3.244 -0.4 -0.1 0.1 0.19
H 3.871 -0.999 -3.556 -0.3 0.1 0.1 0.08
H -1.447 1.026 -2.061 0.1 -0.3 -0.3 0.10
H -1.076 2.500 -1.274 -0.1 0.2 -0.1 0.11
H -1.592 0.006 -0.017 0.0 -0.3 0.2 0.08
H 0.085 0.457 0.358 0.1 -0.1 0.3 0.11
H -1.526 1.233 2.046 0.2 0.1 0.4 0.07
H -0.818 2.650 1.229 0.0 0.2 0.2 0.06
H -3.497 1.572 -0.256 0.2 -0.2 0.0 -0.17
H 0.595 3.592 -1.768 -0.3 -0.1 -0.2 0.12
H 2.025 2.887 -2.474 0.3 0.0 -0.2 0.11
H 1.840 3.962 0.044 -0.1 0.2 0.1 0.11
H 1.517 2.277 0.416 -0.2 0.1 0.3 0.07
H 3.987 2.691 -1.158 0.2 -0.2 -0.3 0.06
H 3.959 3.475 0.401 0.3 0.0 0.2 0.06
C 9.427 1.560 1.411 -0.1 0.1 0.0 -0.11
C 8.396 1.617 2.533 0.2 0.0 -0.1 -0.26
C 6.971 1.897 2.040 0.3 0.0 0.2 -0.22
C 6.873 3.183 1.350 -0.1 0.0 -0.1 -0.25
N 6.796 4.182 0.788 -0.1 0.0 -0.1 0.15
H 9.506 2.515 0.887 0.0 0.0 0.0 0.07
H 10.412 1.325 1.810 0.0 0.0 0.0 0.07
H 9.172 0.787 0.681 0.0 0.0 0.0 0.07
H 8.688 2.386 3.249 -0.1 0.0 0.0 0.12
H 8.388 0.669 3.069 -0.1 0.0 0.1 0.07
H 6.277 1.908 2.881 0.0 0.0 0.0 0.11
H 6.642 1.121 1.348 0.0 0.0 0.0 0.08
C -6.112 -2.373 -7.510 0.0 0.0 0.0 -0.10
C -4.999 -2.437 -6.471 -0.1 0.0 -0.2 -0.26
C -5.281 -3.452 -5.355 0.1 0.1 -0.3 -0.19
C -6.487 -3.087 -4.625 0.2 0.0 0.3 -0.21
N -7.377 -2.727 -3.997 -0.2 0.0 0.0 0.18
H -7.053 -2.046 -7.066 0.0 0.0 0.0 0.07
H -5.858 -1.665 -8.298 0.0 0.0 0.0 0.08
H -6.274 -3.348 -7.972 0.0 0.0 0.0 0.08
H -4.853 -1.447 -6.031 0.0 0.0 0.1 0.10
H -4.062 -2.711 -6.958 0.0 0.0 0.1 0.11
H -4.457 -3.473 -4.643 0.0 -0.1 0.0 0.07
H -5.398 -4.454 -5.769 0.0 0.0 0.0 0.13
C -9.972 -4.878 -3.257 0.0 0.0 -0.1 -0.12
C -10.785 -3.801 -2.553 0.1 0.0 -0.1 -0.27
C -11.645 -4.353 -1.410 0.0 0.1 -0.2 -0.19
C -12.609 -5.339 -1.902 -0.1 -0.1 0.1 -0.24
N -13.368 -6.109 -2.289 0.1 0.0 0.0 0.15
H -10.617 -5.622 -3.726 0.0 0.0 0.1 0.07
H -9.356 -4.435 -4.037 0.0 0.0 0.0 0.04
H -9.311 -5.392 -2.556 0.0 0.0 0.0 0.08
H -11.428 -3.298 -3.278 0.0 0.0 0.0 0.11
H -10.109 -3.045 -2.147 0.0 0.0 0.0 0.10
H -12.198 -3.550 -0.923 0.0 0.0 0.0 0.12
H -11.018 -4.833 -0.657 0.0 0.0 0.0 0.12
C 3.694 0.138 5.387 0.0 0.0 -0.1 -0.10
C 3.871 -1.169 4.622 -0.1 0.2 0.0 -0.26
C 5.063 -1.996 5.119 -0.1 0.1 -0.1 -0.18
C 6.316 -1.257 4.966 0.2 -0.1 0.1 -0.20
N 7.300 -0.674 4.860 -0.2 0.0 -0.1 0.18
H 4.559 0.791 5.265 0.0 0.0 0.0 0.07
H 2.820 0.678 5.024 0.0 0.0 0.0 0.07
H 3.557 -0.047 6.453 0.0 0.0 0.0 0.08
H 3.998 -0.954 3.558 0.0 -0.1 0.0 0.10
H 2.968 -1.773 4.720 0.0 -0.1 0.0 0.11
H 5.146 -2.927 4.558 0.0 0.0 0.0 0.12
H 4.942 -2.249 6.173 0.0 0.0 0.0 0.13
C 9.604 -1.476 6.998 0.1 0.0 0.0 -0.14
C 10.615 -1.349 8.132 -0.1 0.0 -0.2 -0.26
C 10.262 -2.231 9.335 0.0 0.2 -0.1 -0.19
C 8.953 -1.872 9.883 -0.1 -0.1 0.2 -0.24
N 7.924 -1.594 10.311 0.0 0.0 -0.1 0.14
H 8.614 -1.146 7.309 0.0 0.0 0.0 0.05
H 9.898 -0.861 6.150 0.0 0.0 0.0 0.06
H 9.528 -2.510 6.654 0.0 0.0 0.0 0.08
H 10.672 -0.307 8.450 0.0 0.0 0.1 0.11
H 11.607 -1.628 7.775 0.0 0.0 0.1 0.11
H 11.006 -2.124 10.124 0.0 0.0 0.0 0.12
H 10.233 -3.281 9.043 0.0 0.0 0.0 0.12
C -9.357 2.171 -3.227 0.0 0.0 0.0 -0.11
C -8.430 1.132 -3.847 -0.2 0.1 0.0 -0.25
C -7.664 0.312 -2.802 -0.2 0.1 -0.2 -0.20
C -6.811 1.161 -1.984 0.0 -0.1 0.0 -0.23
N -6.117 1.831 -1.365 0.3 0.2 0.2 0.15
H -8.798 2.910 -2.651 0.0 0.0 0.0 0.07
H -9.904 2.706 -4.001 0.0 0.0 0.0 0.07
H -10.085 1.702 -2.563 0.0 0.0 0.0 0.08
H -7.720 1.628 -4.511 0.0 -0.1 0.0 0.11
H -9.014 0.443 -4.459 0.1 -0.1 0.0 0.11
H -7.033 -0.429 -3.287 0.0 -0.1 0.0 0.07
H -8.358 -0.220 -2.150 0.0 0.0 0.0 0.12
C 9.012 0.850 -4.725 0.0 0.0 0.0 -0.10
C 8.032 1.805 -4.052 0.2 0.0 -0.2 -0.25
C 7.218 1.136 -2.938 0.2 0.4 -0.2 -0.17
C 6.422 0.039 -3.448 0.3 0.4 0.3 -0.20
N 5.792 -0.822 -3.850 -0.5 -0.8 -0.4 0.15
H 8.494 0.026 -5.219 0.0 0.0 0.0 0.07
H 9.592 1.373 -5.484 0.0 0.0 0.0 0.08
H 9.710 0.428 -4.000 0.0 0.0 0.0 0.08
H 7.352 2.220 -4.799 0.0 0.0 0.1 0.11
H 8.576 2.643 -3.617 0.0 0.0 0.1 0.11
H 6.546 1.852 -2.470 -0.1 0.1 0.1 0.11
H 7.876 0.746 -2.169 0.1 -0.1 0.2 0.12
C -7.696 3.466 5.093 0.0 0.0 0.0 -0.11
C -6.979 3.926 3.828 -0.1 0.0 0.2 -0.26
C -6.540 2.762 2.932 0.0 0.1 0.2 -0.20
C -5.606 1.879 3.631 0.0 -0.1 0.0 -0.26
N -4.888 1.199 4.216 0.0 0.1 -0.1 0.14
H -7.042 2.861 5.722 0.0 0.0 0.0 0.07
H -8.018 4.323 5.684 0.0 0.0 0.0 0.07
H -8.580 2.874 4.850 0.0 0.0 0.0 0.08
H -6.107 4.522 4.101 0.0 0.0 -0.1 0.11
H -7.641 4.574 3.251 0.0 0.0 -0.1 0.11
H -6.052 3.132 2.034 0.1 0.0 -0.1 0.09
H -7.403 2.172 2.618 0.0 0.0 0.0 0.12
```
Forces are in eV/Å.